{"formula": "C3H9BrO2Si", "method": "wB97M-V/def2-TZVPD", "symbols": ["Br", "Si", "O", "O", "C", "C", "C", "H", "H", "H", "H", "H", "H", "H", "H", "H"], "coordinates": [[-1.54702, 1.60424, 0.00863], [-0.86453, -0.46868, 0.40334], [0.22451, -0.99208, -0.74693], [-2.30538, -1.24190, 0.35170], [0.99590, -0.13428, -1.55414], [2.93381, 3.13856, 1.08723], [-2.74725, -2.62902, 0.68727], [0.57996, -0.11053, -2.57947], [-3.63402, -2.61935, 0.10309], [3.94641, 3.39564, 0.96502], [2.55291, 2.44821, 1.78913], [-2.21197, -3.38271, 0.13903], [2.12634, 3.53069, 0.51447], [1.04059, 0.91989, -1.08988], [1.91513, -0.60862, -1.73989], [-3.00539, -2.85005, 1.66140]], "forces_ev_per_a": [[0.08, 0.46, -0.11], [0.28, -0.70, -0.22], [-1.16, 0.02, 0.86], [0.20, -1.71, 1.04], [-1.11, 1.67, -0.34], [-1.19, -0.11, -0.12], [0.11, 2.09, -3.74], [-0.36, 0.47, 0.53], [-1.34, -0.23, -0.09], [0.84, 0.20, -0.09], [0.33, -0.74, 0.89], [1.13, -0.23, 0.40], [0.00, 0.63, -0.69], [0.35, -1.60, -1.01], [1.66, -0.21, 0.43], [0.18, 0.02, 2.26]], "lowdin_charge": [0.368, 0.158, -0.339, -0.363, -0.190, 0.098, -0.061, 0.091, 0.070, -0.030, -0.034, 0.080, -0.029, 0.067, 0.058, 0.057], "largest_force_ev_per_a": 4.29, "homo_energy_ev": [-7.8, -8.9], "gap_ha": [0.2930, 0.2912], "lumo_energy_ev": [0.13, -0.94], "e_tot_ev": -85270.56646, "charge": 0, "de_lowest_ev": 3.654, "mol_weight_g_mol": 185.09}

{"formula": "C38H38N10O2", "method": "wB97M-V/def2-TZVPD", "symbols": ["O", "O", "N", "N", "N", "N", "N", "N", "N", "N", "N", "N", "C", "C", "C", "C", "C", "C", "C", "C", "C", "C", "C", "C", "C", "C", "C", "C", "C", "C", "C", "C", "C", "C", "C", "C", "C", "C", "C", "C", "C", "C", "C", "C", "C", "C", "C", "C", "C", "C", "H", "H", "H", "H", "H", "H", "H", "H", "H", "H", "H", "H", "H", "H", "H", "H", "H", "H", "H", "H", "H", "H", "H", "H", "H", "H", "H", "H", "H", "H", "H", "H", "H", "H", "H", "H", "H", "H"], "coordinates": [[-1.19721, -2.80760, -3.25033], [-3.83112, -4.58182, -1.21092], [-0.14802, -1.63360, 1.78138], [-1.41662, 0.37816, 4.74719], [-4.38321, 1.43178, -2.33618], [-6.19680, -1.22163, -5.24845], [4.19940, -6.49401, 2.36493], [-1.96861, 4.51387, -2.78566], [-4.12881, -3.48149, -3.50498], [-2.91232, -1.30599, -3.88121], [4.73617, -0.32634, 0.90804], [3.44249, 5.35148, -0.47127], [1.77394, -3.50605, 2.55644], [-1.12513, -0.62803, -1.96347], [-4.08328, 5.66663, -2.73513], [-2.18067, 1.07692, 5.60411], [0.71210, -1.38832, 2.78670], [4.74383, 2.03064, 0.40838], [-3.43939, 6.88486, -2.90173], [-1.99600, -0.67051, 4.13703], [-2.05563, 6.91026, -3.00987], [-4.07716, -0.31363, 5.23649], [0.89879, -3.78797, 1.51705], [3.39373, -0.28922, 0.85161], [-1.37120, 5.70708, -2.94818], [-3.50357, 0.77338, 5.88206], [4.70283, -8.77205, 2.96455], [3.79670, -9.23659, 2.02218], [2.10026, 7.24580, -1.11187], [-5.34979, -1.50688, -4.42490], [-0.03552, -2.82712, 1.16775], [-3.30937, 4.51797, -2.68188], [4.51915, 6.15511, -0.51275], [-4.52456, -1.38411, -1.97159], [-4.53599, 0.23580, -2.15025], [4.46506, 7.50057, -0.83891], [3.09270, -8.32222, 1.25192], [-4.15301, -1.98538, -3.42207], [3.22906, 8.05270, -1.14487], [5.38191, 0.83168, 0.68492], [2.66472, 0.85719, 0.57914], [-3.97127, -4.04507, -2.34130], [2.25815, 5.91249, -0.77022], [1.68305, -2.28301, 3.20622], [-2.67530, -1.44709, -5.35389], [3.32824, -6.97221, 1.45731], [3.35727, 2.03837, 0.35469], [-1.72253, -1.66763, -3.06353], [-3.31210, -1.05232, 4.34477], [4.86561, -7.40275, 3.09766], [2.89703, -1.23598, 1.03691], [-1.52119, 7.84355, -3.13964], [-1.31048, -0.98191, -0.87684], [5.46253, 5.67679, -0.26907], [5.26938, -9.45817, 3.58207], [2.82190, 2.95664, 0.13959], [1.40506, 5.24208, -0.72700], [-3.71070, -1.57436, -1.16160], [-3.22431, -0.59176, -5.92079], [5.36592, 8.10164, -0.85391], [-1.68871, 1.91917, 6.08073], [3.14610, 9.10232, -1.40641], [-0.73894, -3.00013, 0.35889], [0.59914, -0.42046, 3.26587], [-5.16140, 5.61059, -2.64796], [2.37710, -8.65062, 0.50814], [-4.07165, 1.37109, 6.58433], [-3.76650, 3.54234, -2.54907], [6.46496, 0.77355, 0.73414], [-1.35528, -1.21806, 3.45142], [-1.55397, -1.30003, -5.59593], [5.56009, -6.99108, 3.82332], [2.52067, -4.23387, 2.85772], [1.12032, 7.64387, -1.34551], [2.35118, -2.03115, 4.02047], [-0.28910, 5.67474, -3.03110], [-1.49371, 0.44860, -2.13135], [-3.72821, -1.90561, 3.82315], [1.58219, 0.82741, 0.54367], [3.64041, -10.30190, 1.88943], [2.80453, -6.21872, 0.87757], [-3.09807, -2.42664, -5.77723], [0.02605, -0.65985, -2.10646], [-5.11107, -0.58211, 5.42669], [-5.57902, -1.69207, -1.62323], [5.31542, 2.93484, 0.23866], [-4.01067, 7.80617, -2.94668], [0.94204, -4.73303, 0.98986]], "forces_ev_per_a": [[-1.76, 4.59, 0.86], [-0.88, 3.13, -7.26], [0.69, -0.70, -0.15], [-0.71, -0.19, 0.15], [-1.19, -7.38, 1.26], [4.80, -1.58, 4.85], [-0.22, -0.74, -0.12], [-0.30, 0.67, -0.03], [0.55, -1.50, 5.30], [-0.13, -0.71, 0.08], [-0.33, 0.60, -0.14], [-0.03, 0.76, -0.19], [0.12, -0.14, 0.12], [0.37, -0.29, -0.75], [0.18, 0.26, -0.04], [0.47, -0.19, -0.36], [-0.09, 0.11, -0.47], [-0.12, -0.06, 0.01], [-0.10, 0.06, 0.01], [0.37, 0.30, 0.20], [-0.11, -0.03, 0.02], [-0.09, -0.04, -0.01], [0.06, 0.07, 0.08], [0.62, -0.19, 0.00], [-0.18, -0.61, 0.08], [-0.04, -0.12, -0.08], [-0.11, -0.04, -0.12], [-0.01, -0.10, 0.00], [0.15, 0.09, -0.01], [-2.52, 0.57, -3.10], [-0.12, 0.65, 0.20], [0.50, -0.32, 0.00], [-0.43, -0.48, 0.06], [-0.17, 2.27, 0.02], [1.17, 3.85, -0.82], [-0.14, 0.04, -0.03], [0.07, -0.05, 0.06], [-1.02, 1.98, -0.58], [-0.01, 0.07, -0.02], [-0.22, -0.57, 0.12], [0.14, 0.08, -0.02], [0.29, -0.80, 2.26], [0.45, -0.42, 0.16], [-0.10, -0.16, -0.09], [0.01, 0.61, -1.40], [0.43, 0.33, 0.46], [-0.19, 0.11, -0.03], [1.68, -3.22, 0.36], [-0.12, 0.18, 0.18], [-0.22, 0.57, -0.25], [-0.01, 0.06, -0.06], [-0.01, -0.05, -0.01], [0.08, 0.51, -1.84], [0.00, 0.08, -0.01], [-0.02, 0.07, -0.02], [0.16, -0.03, 0.01], [-0.02, 0.07, -0.03], [-1.50, 0.06, -1.50], [0.83, -1.40, 1.20], [-0.04, -0.06, 0.01], [-0.07, -0.02, 0.01], [0.01, -0.08, 0.02], [0.05, -0.10, 0.00], [0.06, -0.05, 0.05], [0.07, -0.04, 0.00], [0.04, 0.05, 0.03], [0.06, -0.02, -0.04], [0.04, 0.23, -0.04], [-0.04, 0.05, -0.01], [-0.58, 0.15, 0.27], [-1.91, -0.57, 0.53], [-0.02, -0.07, -0.02], [-0.01, 0.04, -0.05], [0.03, -0.06, 0.03], [-0.05, 0.03, -0.07], [-0.01, 0.06, -0.02], [0.40, -1.81, 0.29], [0.06, 0.03, 0.02], [0.04, -0.04, 0.03], [0.01, 0.08, 0.01], [0.02, -0.07, -0.03], [1.00, 1.22, 0.68], [-1.97, 0.02, 0.21], [0.07, 0.03, 0.00], [1.83, 0.32, -0.52], [-0.06, -0.04, 0.00], [0.05, -0.06, 0.00], [-0.05, 0.07, 0.01]], "lowdin_charge": [0.047, 0.108, 0.040, 0.062, 0.146, 0.150, 0.055, 0.055, 0.167, -0.110, 0.054, 0.057, -0.066, -0.002, -0.072, -0.152, -0.189, -0.075, -0.087, -0.143, -0.086, -0.086, -0.066, -0.154, -0.166, -0.081, -0.076, -0.082, -0.074, -0.103, -0.144, -0.153, -0.145, -0.063, -0.124, -0.074, -0.074, -0.429, -0.079, -0.158, -0.072, -0.165, -0.145, -0.064, -0.070, -0.151, -0.078, -0.346, -0.067, -0.150, 0.083, 0.096, 0.074, 0.100, 0.101, 0.077, 0.102, 0.131, 0.105, 0.102, 0.101, 0.106, 0.092, 0.100, 0.102, 0.102, 0.099, 0.039, 0.098, 0.052, 0.115, 0.103, 0.094, 0.095, 0.113, 0.091, 0.086, 0.101, 0.095, 0.106, 0.089, 0.102, 0.102, 0.103, 0.143, 0.089, 0.103, 0.090], "largest_force_ev_per_a": 7.96, "homo_energy_ev": -9.2, "gap_ha": 0.3361, "smiles": "CC(=O)N(C)[C@](C#N)(CC#N)N=C=O.c1ccncc1.c1ccncc1.c1ccncc1.c1ccncc1.c1ccncc1.c1ccncc1", "lumo_energy_ev": -0.09, "e_tot_ev": -59012.42743, "charge": 0, "mol_weight_g_mol": 666.79}

What is the formula in the second record?
C38H38N10O2

charge of number 2 (C38H38N10O2)?
0